# C32H41N2OW

A molecular structure, C32H41N2OW in a non-equilibrium geometry (wB97M-V/def2-TZVPD, the Open Molecules 2025 dataset).

```
77
Properties=species:S:1:pos:R:3:forces:R:3
C 0.489787 -2.363072 -0.828403 0.903 -1.184 -0.247
C 1.346153 -1.500312 -1.599533 1.072 -1.112 -0.259
C 0.996914 -1.651072 -2.985970 1.205 -1.338 -0.496
C -0.116498 -2.561057 -3.069594 1.215 -1.201 -0.134
C -0.420357 -3.015844 -1.733338 1.132 -1.537 -0.184
W -0.682753 -0.902611 -1.883679 -5.240 7.761 1.527
C -2.456314 0.889902 -1.641446 0.085 -0.874 1.592
C -2.104703 0.316050 -0.400554 -0.836 0.296 -0.499
H -1.713681 0.919649 0.420389 0.319 -0.013 -0.431
C -2.217726 -1.104776 -0.228651 0.288 -0.091 -0.208
H -3.122489 -1.572742 -0.628080 0.286 -0.083 0.187
H -1.851552 -1.524319 0.706611 -0.269 0.227 -0.112
C -2.609268 2.361742 -1.845345 0.412 0.396 -0.222
H -1.953603 2.940523 -1.183979 -0.176 -0.223 -0.115
H -2.372776 2.634787 -2.881209 -0.007 -0.017 0.206
H -3.644317 2.680337 -1.653024 0.145 -0.289 0.017
C -3.131507 -0.017073 -2.626211 -0.031 0.105 -0.665
H -2.660178 -1.039940 -2.681523 -0.399 0.081 -0.197
H -4.178129 -0.211079 -2.331158 0.391 -0.161 -0.018
H -3.129509 0.398318 -3.643464 0.049 -0.060 0.330
C 2.460754 -0.664501 -1.064530 0.179 0.373 0.166
H 2.187276 -0.242702 -0.090925 0.059 -0.043 -0.142
H 3.387253 -1.246156 -0.945972 -0.309 0.013 -0.080
H 2.671598 0.175946 -1.735361 -0.044 -0.188 0.130
C 1.766661 -1.104475 -4.143225 0.169 0.261 -0.224
H 2.181945 -0.114812 -3.924921 -0.148 -0.195 -0.036
H 2.610783 -1.766540 -4.386761 -0.269 0.038 0.113
H 1.143380 -1.011138 -5.039091 0.139 -0.008 0.185
C -0.794505 -2.989962 -4.327947 -0.297 0.000 -0.329
H -0.800174 -2.172168 -5.061743 -0.006 -0.259 0.136
H -0.282127 -3.849902 -4.784531 -0.131 0.225 0.164
H -1.837764 -3.274452 -4.134282 0.271 0.004 -0.101
C -1.441403 -4.048394 -1.380621 -0.274 -0.132 0.035
H -2.384811 -3.884111 -1.916771 0.184 -0.062 0.101
H -1.080686 -5.051075 -1.647620 -0.043 0.216 0.066
H -1.665275 -4.041099 -0.308744 0.056 0.014 -0.223
C 0.614248 -2.588048 0.639827 -0.077 0.104 0.433
H -0.344041 -2.891270 1.070462 0.190 -0.016 0.001
H 1.350252 -3.372593 0.874510 -0.173 0.192 -0.256
H 0.929839 -1.666007 1.142306 -0.109 -0.121 -0.099
C -0.057079 1.088283 -2.813409 -0.988 -2.012 -0.449
C 0.439105 2.010414 -1.927899 0.893 0.439 0.398
C -0.212769 1.387617 -4.170236 0.247 0.577 0.236
C 0.966405 3.220920 -2.404129 -0.127 -0.153 0.128
H 0.447610 1.734962 -0.859152 0.252 0.457 -0.384
C 0.219317 2.630409 -4.635763 -0.119 0.069 -0.037
H -0.695154 0.679220 -4.849189 0.234 0.186 0.081
C 0.837159 3.536614 -3.758505 0.036 -0.113 -0.056
H 1.470081 3.895566 -1.704375 -0.286 -0.092 -0.334
H 0.057892 2.888130 -5.685753 0.182 0.021 0.330
H 1.217657 4.489018 -4.137020 -0.153 -0.337 0.123
C 1.834708 1.255301 5.863769 0.083 -0.016 0.277
N 1.937113 1.391904 4.429160 0.988 0.378 1.312
N 0.955048 0.967421 3.619285 -0.867 -0.398 -0.947
C 1.285993 1.201196 2.292763 -0.217 -0.195 -0.245
O 0.527852 0.886237 1.348504 0.400 0.117 0.282
C 2.587166 1.800353 2.363431 -0.247 -0.215 0.063
C 2.949170 1.880268 3.689220 -0.583 -0.166 -0.391
C 4.191238 2.371370 4.312191 0.714 0.320 0.046
C -0.257009 0.400405 4.087320 -0.322 -0.154 -0.025
C -1.234173 1.231942 4.633977 -0.018 -0.299 -0.183
C -2.475675 0.686512 4.957741 0.062 -0.224 0.016
C -2.711205 -0.681306 4.746125 0.130 0.047 0.038
C -1.701329 -1.514612 4.241529 -0.082 0.218 0.024
C -0.465176 -0.968142 3.904727 -0.077 0.296 0.117
H 0.965609 1.801923 6.248415 0.212 -0.112 -0.060
H 2.741101 1.676853 6.303686 -0.210 -0.079 -0.077
H 1.754405 0.202405 6.165507 -0.005 0.219 -0.125
H 3.150362 2.100503 1.506380 0.245 0.129 -0.141
H 4.029378 3.269785 4.921491 -0.023 -0.193 -0.119
H 4.666119 1.610550 4.944178 -0.126 0.132 -0.133
H 4.896126 2.630785 3.516397 -0.092 -0.018 0.214
H -1.002994 2.291099 4.767696 -0.227 -0.296 -0.070
H -3.254250 1.335061 5.368345 0.229 -0.329 -0.145
H -3.687477 -1.107613 4.990201 0.339 0.169 -0.063
H -1.867039 -2.586741 4.103619 -0.060 0.406 0.091
H 0.353985 -1.568581 3.503879 -0.333 0.123 0.097
```
Positions in Å, forces in eV/Å.

Values from the calculation:
Gap between HOMO and LUMO (spin up / spin down) ... 8.27 / 6.72 eV
2S+1 ... 3
<S²> ... 2.015
Energy relative to the best compared isomer or geometry (same formula, charge and spin) ... 0.000 eV
Total energy ... -1495.498937 Eh
Charge ... +1

Mulliken population analysis, charges in e, atoms 1 to 5:
1. C 0.558
2. C 0.959
3. C 0.429
4. C 0.214
5. C 0.918

=====

# C32H42N10O2S3SiTeTi

A molecular structure, C32H42N10O2S3SiTeTi (wB97M-V/def2-TZVPD, the Open Molecules 2025 dataset).

```
92
Properties=species:S:1:pos:R:3:forces:R:3
Ti -0.663883 -1.035619 0.222798 -0.608 0.140 0.097
C 0.984111 -3.883417 2.112691 -0.003 0.005 0.016
C -0.251028 -4.121276 1.302329 0.071 0.010 -0.079
C -0.883567 -5.345040 1.226011 -0.006 -0.016 0.003
C -2.025600 -5.465438 0.436910 0.005 -0.007 0.004
C -2.541831 -4.383959 -0.252002 0.005 -0.006 -0.021
C -1.874976 -3.165210 -0.130760 0.018 -0.133 -0.073
N -0.749634 -3.087442 0.607280 -0.134 -0.112 0.196
N -2.190691 -1.920847 -0.648377 -0.037 -0.146 -0.061
Si -3.659708 -1.770329 -1.652293 0.028 0.022 -0.011
C -5.118577 -2.398738 -0.660302 -0.007 -0.012 -0.001
C -3.995547 0.024803 -2.071249 -0.040 0.008 -0.008
C -3.348366 -2.694533 -3.235733 0.001 0.013 -0.006
H 1.870325 -3.901373 1.472896 -0.002 0.008 -0.002
H 1.101823 -4.654435 2.870428 0.003 -0.004 -0.007
H 0.942570 -2.911862 2.608830 -0.004 -0.002 0.003
H -0.496153 -6.188235 1.779150 -0.007 0.003 -0.005
H -2.528112 -6.422113 0.371121 0.002 0.006 0.001
H -3.440061 -4.479647 -0.842519 0.007 0.001 0.008
H -4.825276 -2.695003 0.349553 -0.005 0.013 -0.006
H -5.601371 -3.258049 -1.130257 0.016 0.005 0.008
H -5.877537 -1.618679 -0.568132 0.001 -0.011 -0.009
H -3.169896 0.584617 -2.518131 0.003 -0.017 -0.005
H -4.425458 0.588099 -1.237384 0.013 -0.012 0.001
H -4.781109 -0.003878 -2.833399 0.009 0.013 0.014
H -3.048012 -3.730862 -3.074092 -0.008 0.008 0.001
H -2.555537 -2.203923 -3.806004 -0.002 -0.007 0.000
H -4.247492 -2.704835 -3.856404 0.007 0.004 0.006
O 6.171399 -2.423924 -0.120636 -0.001 -0.011 0.007
C 5.298312 -3.004521 -1.058665 0.008 0.025 -0.007
C 3.899644 -2.548684 -0.765451 0.007 0.008 -0.013
C 2.815779 -3.100658 -1.445181 -0.001 0.002 -0.051
C 1.551173 -2.637433 -1.177000 -0.031 0.029 0.005
N 1.316176 -1.674222 -0.273609 0.164 -0.079 0.120
C 2.350003 -1.140697 0.392222 0.026 0.005 -0.066
C 3.652414 -1.556553 0.168256 -0.008 0.001 0.012
C 1.988709 -0.110598 1.386494 -0.017 0.031 0.039
C 2.936943 0.531455 2.159345 -0.004 -0.019 0.033
C 2.539345 1.487401 3.081145 0.016 0.001 -0.026
C 3.547974 2.245755 3.897307 0.014 0.035 -0.009
O 4.842813 1.741341 3.669154 -0.031 -0.081 0.000
C 1.179942 1.748318 3.201636 -0.007 0.032 -0.006
C 0.295046 1.064175 2.404687 -0.032 0.008 -0.035
N 0.668353 0.149851 1.496558 0.291 0.035 0.084
H 7.064002 -2.755175 -0.260068 0.001 0.011 -0.012
H 5.329463 -4.098736 -1.029118 -0.003 -0.010 0.017
H 5.542893 -2.695874 -2.083096 0.002 -0.015 -0.010
H 2.952445 -3.879925 -2.184048 0.000 0.005 0.009
H 0.687287 -3.030778 -1.696388 -0.006 -0.015 -0.006
H 4.481616 -1.128371 0.708460 -0.003 0.008 -0.008
H 3.988153 0.312188 2.058218 -0.002 -0.006 -0.003
H 3.262325 2.203402 4.951415 0.000 -0.038 0.006
H 3.493497 3.297402 3.591465 -0.013 0.017 0.030
H 5.324987 1.679434 4.497974 0.022 0.063 -0.007
H 0.804703 2.484248 3.900429 0.003 0.001 -0.005
H -0.762505 1.254517 2.498385 -0.003 -0.012 0.015
C -4.188440 3.039312 0.655432 -0.011 -0.012 -0.020
C -3.980266 1.858920 1.524788 0.040 0.004 -0.025
N -4.665228 1.546299 2.574887 0.001 -0.017 0.028
N -4.093819 0.395736 3.045831 -0.031 -0.013 0.030
C -3.065676 -0.019697 2.313111 0.000 0.061 0.009
S -2.035853 -1.340934 2.489888 0.165 0.045 -0.149
N -2.982934 0.909009 1.333985 -0.050 -0.032 -0.068
N -2.022499 0.829023 0.311353 -0.046 0.192 0.044
H -4.975042 3.651466 1.088489 -0.001 -0.005 0.000
H -4.492576 2.738578 -0.349009 0.006 0.001 0.009
H -3.267755 3.620798 0.580805 0.005 0.004 0.012
H -4.461184 -0.046293 3.873514 -0.003 0.003 0.009
H -1.512218 1.745356 0.284184 0.229 -0.138 -0.049
H -2.529202 0.759501 -0.570176 -0.012 0.006 -0.014
C 0.452013 6.682116 0.089208 0.008 -0.011 -0.016
N 0.144099 5.780839 -1.010592 -0.038 0.025 -0.003
C 0.197310 6.117585 -2.355574 0.008 0.017 0.027
C -0.148974 5.023746 -3.057959 0.008 -0.026 -0.007
N -0.412321 4.033310 -2.130349 -0.006 -0.002 0.000
C -0.224779 4.491537 -0.876579 -0.013 -0.003 -0.047
S -0.383802 3.619505 0.574887 -0.023 0.038 0.077
H 0.137564 7.686732 -0.180714 0.004 0.003 -0.001
H 1.520632 6.675653 0.297488 0.005 -0.004 0.005
H -0.088287 6.351666 0.971350 -0.006 0.003 0.006
H 0.471221 7.104961 -2.681817 -0.005 -0.010 0.004
H -0.231671 4.863479 -4.117416 -0.006 0.002 0.012
H -0.641139 3.067290 -2.320663 0.025 -0.014 -0.011
Te -0.198932 0.246036 -2.210348 0.068 0.046 -0.026
C 1.837654 0.709381 -2.160618 0.007 0.026 0.030
C 2.807370 0.117822 -2.922343 -0.015 -0.023 -0.015
C 4.100560 0.659538 -2.690968 0.010 0.004 -0.008
C 4.087004 1.655647 -1.761932 0.012 -0.014 0.006
S 2.508898 1.948846 -1.174011 -0.024 0.048 -0.041
H 2.599778 -0.666207 -3.637624 -0.003 -0.006 0.006
H 4.994588 0.336516 -3.205599 -0.013 0.006 0.009
H 4.921609 2.240813 -1.407758 -0.012 -0.006 -0.001
```
Positions in Å, forces in eV/Å.

Values from the calculation:
Gap between HOMO and LUMO ... 6.16 eV
2S+1 ... 1
Energy relative to the best compared isomer or geometry (same formula, charge and spin) ... 0.000 eV
Total energy ... -4543.924272 Eh
Charge ... +2

Mulliken population analysis, charges in e, atoms 1 to 5:
1. Ti -1.566
2. C -1.205
3. C 0.422
4. C -0.944
5. C -1.020

=====

# C32H42N2O11S3V

A molecular structure, C32H42N2O11S3V (wB97M-V/def2-TZVPD, the Open Molecules 2025 dataset).

```
91
Properties=species:S:1:pos:R:3:forces:R:3
V -0.286125 -1.069859 0.235880 -0.589 -0.124 -0.386
C 4.819359 0.982028 4.733641 0.004 -0.011 -0.006
C 3.647713 0.082198 5.126035 0.006 0.000 -0.014
C 2.913571 0.739145 6.302747 0.011 0.010 -0.004
C 4.206849 -1.276250 5.571525 -0.003 0.005 0.013
C 2.670173 -0.138019 3.975871 0.006 -0.008 0.014
C 1.508724 -0.918755 4.195646 -0.025 0.006 -0.051
C 0.648392 -1.150579 3.150450 -0.016 -0.038 0.058
N 0.841674 -0.646936 1.929197 0.121 -0.046 -0.272
C 1.947287 0.109180 1.676687 0.144 0.082 0.139
C 2.878564 0.357757 2.715600 -0.101 0.051 0.025
C 2.097638 0.576693 0.338727 0.103 0.142 -0.028
C 3.032291 1.562009 -0.050713 0.021 -0.072 -0.051
C 3.089443 2.025290 -1.338468 0.017 -0.009 -0.008
C 2.169259 1.472093 -2.269970 -0.030 -0.007 0.027
C 1.279082 0.519202 -1.846701 -0.013 -0.045 -0.130
N 1.228906 0.052423 -0.593525 0.108 -0.036 0.381
C 4.120894 3.082332 -1.733541 -0.012 -0.008 0.006
C 3.920909 3.570379 -3.169471 0.003 0.005 0.005
C 4.018137 4.296201 -0.800748 -0.004 0.009 -0.012
C 5.527120 2.476958 -1.621108 -0.005 0.000 0.003
H 5.466962 1.136422 5.600258 0.005 -0.003 0.004
H 4.474103 1.958854 4.390491 -0.008 0.013 0.005
H 5.420970 0.534227 3.940851 0.003 -0.010 -0.013
H 3.601220 0.888413 7.140210 0.005 0.003 0.007
H 2.083870 0.124428 6.649605 -0.012 -0.012 0.000
H 2.508366 1.709187 6.009283 0.000 0.009 -0.005
H 4.938542 -1.142067 6.373599 0.000 0.001 0.014
H 4.693651 -1.782134 4.736385 0.016 0.002 -0.007
H 3.414237 -1.929156 5.936762 -0.009 -0.010 -0.006
H 1.293704 -1.360786 5.157934 -0.001 -0.003 0.015
H -0.232901 -1.773165 3.253748 0.016 -0.012 0.012
H 3.763921 0.930764 2.486776 0.019 0.009 0.014
H 3.694964 1.967013 0.702532 0.013 0.016 0.002
H 2.135129 1.788681 -3.300849 0.005 -0.004 -0.015
H 0.554390 0.076398 -2.520045 0.010 0.020 -0.004
H 2.926861 3.997908 -3.309773 -0.010 0.006 0.004
H 4.047130 2.760843 -3.889326 0.004 -0.015 -0.008
H 4.659654 4.342666 -3.398716 0.004 0.003 -0.001
H 3.015016 4.723872 -0.835701 -0.009 0.004 -0.007
H 4.735292 5.066236 -1.100847 0.010 0.001 0.000
H 4.228053 4.026093 0.233953 -0.003 -0.005 0.013
H 5.617092 1.597056 -2.260265 0.001 -0.005 -0.012
H 5.736216 2.165973 -0.596860 0.002 -0.003 0.010
H 6.285440 3.205792 -1.923338 0.011 0.012 0.003
O 0.208351 -3.655206 -2.567864 -0.005 0.011 -0.003
S -1.035790 -2.945400 -2.441935 -0.248 -0.167 -0.098
O -1.786801 -2.797207 -3.680814 0.013 -0.020 0.013
O -0.926187 -1.617998 -1.783133 0.298 0.336 0.540
C -2.131304 -3.845947 -1.323700 -0.001 0.135 -0.011
C -3.419811 -4.050594 -1.796189 -0.085 -0.026 -0.005
C -4.410465 -4.577805 -0.981861 0.023 0.023 -0.061
C -4.124375 -4.881796 0.335917 0.069 -0.002 0.061
C -2.838326 -4.694123 0.817273 -0.089 -0.016 -0.025
C -1.837151 -4.194803 -0.001829 0.062 -0.213 0.015
S -0.202590 -4.209164 0.736358 0.278 -0.017 -0.131
O -0.377709 -4.173117 2.172080 -0.074 -0.058 -0.011
O 0.437345 -5.392802 0.215574 0.024 0.056 0.065
O 0.466113 -2.967069 0.238372 -0.297 0.209 0.098
H -3.636951 -3.762092 -2.814069 -0.007 0.017 0.008
H -5.412506 -4.711774 -1.372317 0.005 0.010 -0.007
H -4.899872 -5.246539 0.998503 0.003 -0.005 0.006
H -2.591469 -4.902031 1.848513 -0.003 -0.012 0.002
O -3.825873 -0.883908 2.151067 0.009 0.049 0.021
C -2.782161 -0.699138 1.560932 0.000 -0.049 0.135
O -1.902136 -1.598712 1.252089 0.223 -0.036 -0.081
C -2.305553 0.726548 1.140238 -0.062 0.035 0.134
O -2.868751 1.736059 1.529065 -0.082 0.012 -0.152
O -1.261929 0.691280 0.377611 0.134 -0.223 -0.217
C -2.443142 1.873546 -4.654719 0.025 0.034 -0.026
C -2.666036 0.365904 -4.709171 -0.007 -0.029 0.026
C -3.710594 -0.135293 -3.720286 -0.069 0.099 -0.010
S -3.218103 0.218627 -1.999775 -0.034 -0.065 -0.057
O -3.865347 -0.841837 -1.174868 -0.003 0.031 0.012
C -4.190765 1.748679 -1.681483 0.018 0.053 0.016
C -5.476643 1.468904 -0.919124 -0.009 -0.013 -0.029
C -6.546322 0.782428 -1.759436 -0.009 0.002 0.015
H -1.718306 2.191806 -5.406807 0.014 -0.005 -0.002
H -2.059577 2.180377 -3.679426 0.008 0.001 0.002
H -3.371940 2.423773 -4.833448 -0.008 -0.014 -0.009
H -1.735384 -0.166442 -4.501969 0.015 0.015 -0.003
H -2.972846 0.074760 -5.718772 0.006 -0.017 0.011
H -3.741613 -1.224990 -3.728289 0.016 -0.004 -0.005
H -4.706746 0.267351 -3.920146 -0.001 -0.003 -0.001
H -4.377338 2.250574 -2.634404 0.015 -0.012 -0.003
H -3.529457 2.372674 -1.077651 0.013 -0.032 0.026
H -5.848148 2.424314 -0.535986 -0.009 -0.004 0.009
H -5.238569 0.850082 -0.052568 0.021 0.015 0.011
H -6.793247 1.366873 -2.652677 0.007 0.001 -0.009
H -7.464348 0.647586 -1.183346 -0.010 -0.003 0.000
H -6.201367 -0.203367 -2.069959 -0.008 -0.017 -0.002
```
Positions in Å, forces in eV/Å.

Values from the calculation:
Gap between HOMO and LUMO (spin up / spin down) ... 4.32 / 6.99 eV
2S+1 ... 4
<S²> ... 3.773
Energy relative to the best compared isomer or geometry (same formula, charge and spin) ... 0.174 eV
Total energy ... -4320.575084 Eh
Charge ... -2

Mulliken population analysis, charges in e, atoms 1 to 5:
1. V 0.820
2. C -2.174
3. C 2.066
4. C -1.661
5. C -1.656